A molecular structure, C28H73F3FeN9O7P3 in a non-equilibrium geometry. Source: the Open Molecules 2025 dataset; level of theory: the ωB97M-V functional and the def2-TZVPD basis.

Geometry as XYZ:
```
124
C28H73F3FeN9O7P3 the ωB97M-V functional and the def2-TZVPD basis
Fe -0.28 0.80 0.17
C -2.34 -1.53 -2.77
C -0.90 -1.04 -2.68
C -0.41 -0.39 -4.03
O -0.54 -0.40 -1.52
H -2.45 -2.34 -3.50
H -2.99 -0.69 -3.01
H -2.62 -1.81 -1.75
H -0.33 -1.96 -2.60
H -1.06 -0.73 -4.84
H 0.54 -0.73 -4.43
H -0.41 0.69 -3.95
C 0.24 1.35 4.60
C -0.72 1.68 3.43
C -0.64 3.20 3.21
O -0.39 0.97 2.22
H 1.31 1.41 4.44
H 0.04 0.32 4.89
H -0.02 2.02 5.42
H -1.69 1.34 3.77
H -1.50 3.47 2.60
H 0.29 3.52 2.74
H -0.72 3.78 4.12
O -3.23 -4.25 2.57
P -2.22 -4.79 1.60
N -0.89 -3.74 1.25
C -1.06 -2.30 1.21
C 0.20 -4.26 0.43
N -2.83 -5.39 0.15
C -3.01 -4.53 -0.99
C -3.67 -6.58 0.17
N -1.48 -6.18 2.25
C -0.43 -6.97 1.58
C -2.22 -6.95 3.20
H -0.09 -1.81 1.26
H -1.63 -1.99 2.09
H -1.55 -2.08 0.26
H -0.21 -5.02 -0.24
H 1.09 -4.59 0.98
H 0.64 -3.47 -0.18
H -3.18 -5.09 -1.90
H -3.95 -4.01 -0.79
H -2.20 -3.79 -0.96
H -4.53 -6.46 0.83
H -4.11 -6.81 -0.80
H -3.00 -7.42 0.36
H -0.71 -7.06 0.53
H 0.60 -6.62 1.66
H -0.31 -7.97 2.01
H -2.70 -6.23 3.86
H -1.53 -7.51 3.84
H -3.00 -7.58 2.77
O 1.91 0.45 0.40
P 3.32 0.06 0.39
N 4.02 -0.18 1.89
C 5.43 -0.40 2.08
C 3.37 0.26 3.13
N 4.30 1.26 -0.30
C 3.93 2.69 0.06
C 5.73 1.11 -0.61
N 3.70 -1.32 -0.55
C 3.34 -1.20 -2.00
C 3.80 -2.72 -0.13
H 5.56 -1.18 2.83
H 5.95 0.51 2.37
H 5.78 -0.95 1.20
H 2.87 1.19 2.87
H 4.03 0.29 4.00
H 2.64 -0.43 3.53
H 3.74 3.35 -0.78
H 3.06 2.69 0.71
H 4.74 3.12 0.65
H 6.34 1.73 0.05
H 6.08 0.08 -0.55
H 5.87 1.36 -1.66
H 3.30 -0.15 -2.32
H 4.17 -1.55 -2.61
H 2.52 -1.81 -2.39
H 4.58 -3.23 -0.71
H 2.84 -3.21 -0.32
H 4.08 -2.81 0.92
O -0.17 2.71 -0.67
P 0.09 3.91 -1.47
N 0.25 5.34 -0.51
C -1.02 5.82 0.10
C 1.37 5.42 0.36
N -1.15 4.29 -2.64
C -1.29 5.63 -3.33
C -1.79 3.27 -3.42
N 1.52 3.72 -2.37
C 1.96 2.53 -3.09
C 2.19 4.92 -2.90
H -1.70 5.01 0.38
H -1.60 6.45 -0.56
H -0.78 6.43 0.97
H 2.04 4.68 -0.06
H 1.06 5.16 1.37
H 1.76 6.44 0.43
H -0.38 6.18 -3.09
H -1.29 5.48 -4.41
H -2.23 6.09 -3.03
H -1.95 2.38 -2.80
H -2.79 3.59 -3.73
H -1.26 3.00 -4.33
H 1.82 1.72 -2.37
H 1.41 2.45 -4.02
H 3.04 2.52 -3.22
H 2.16 5.79 -2.24
H 1.77 5.12 -3.89
H 3.26 4.76 -3.06
C -4.55 -1.44 0.93
C -4.11 -0.27 1.88
O -4.46 1.00 1.35
C -3.67 1.62 0.40
O -2.55 1.22 0.08
C -4.22 2.87 -0.28
F -5.47 3.22 0.17
F -3.42 3.92 0.00
F -4.23 2.61 -1.64
H -4.83 -2.35 1.46
H -3.79 -1.85 0.27
H -5.30 -1.06 0.24
H -3.11 -0.45 2.27
H -4.76 -0.36 2.75
```

The total energy is -4717.5667 Ha. The calculation puts the HOMO energy (spin up / spin down) at -7.26 / -7.12 eV. The value obtained for the LUMO energy (spin up / spin down) is 0.5195 / 0.5191 eV. As for the multiplicity: 5.